Record 1
Density functional theory data (wB97M-V/def2-TZVPD) for a 12-piece molecular cluster, C38H58F6N4O12P overall in a non-equilibrium geometry.

Geometry as XYZ:
```
119
Properties=species:S:1:pos:R:3:forces:R:3
P -0.25783 -0.57232 0.21458 -1.2 -0.7 -0.3
F 0.42550 0.31965 1.37500 0.4 0.2 -0.2
F -0.49185 -1.77187 1.27714 0.4 0.0 0.0
F -1.70418 0.04898 0.62207 0.1 0.1 0.0
F -1.01375 -1.48863 -0.91104 0.2 0.2 -0.1
F -0.07733 0.60039 -0.90481 0.0 0.3 0.3
F 1.15459 -1.16553 -0.25974 0.1 -0.1 0.4
O 4.04242 -2.35352 6.06665 0.0 0.3 0.2
C 2.91582 -2.24205 5.67992 0.1 -0.4 -0.2
O 2.62510 -1.75030 4.45428 -0.2 0.0 -0.1
C 1.22320 -1.89130 4.15627 -0.3 -0.5 0.3
C 0.65215 -2.85998 5.20688 0.4 0.7 0.6
C 1.64102 -2.67719 6.36985 -0.1 -0.1 -0.3
H 1.10043 -2.27218 3.14748 0.2 0.2 -0.1
H 0.72337 -0.92927 4.25211 0.2 0.2 -0.2
H 0.63357 -3.89237 4.87191 -0.1 0.0 -0.1
H -0.32900 -2.50888 5.51824 -0.2 -0.4 -0.2
H 1.82207 -3.57592 6.95155 0.0 0.0 0.1
H 1.32944 -1.87273 7.03943 0.0 0.0 0.0
O 2.18129 -5.40422 -1.25127 0.3 0.0 0.0
C 1.36371 -5.12571 -2.07470 -0.3 0.2 0.1
O 1.31790 -5.74231 -3.28297 0.1 -0.1 -0.1
C 0.21911 -5.27608 -4.06293 -0.7 0.0 -0.2
C -0.70580 -4.52173 -3.10175 -0.3 0.0 0.3
C 0.22883 -4.12954 -1.95682 -0.2 0.0 -0.5
H -0.31145 -6.12551 -4.49588 0.3 -0.2 0.0
H 0.58173 -4.66915 -4.89341 0.1 0.2 0.2
H -1.50304 -5.16287 -2.71705 0.2 -0.3 -0.1
H -1.23606 -3.69496 -3.57350 0.3 0.2 0.0
H -0.22630 -4.21491 -0.97518 0.1 0.2 0.1
H 0.59282 -3.11202 -2.09807 0.2 0.0 0.2
O -4.68001 -0.49846 3.13961 0.0 0.1 -0.4
C -3.72889 0.03396 3.63147 -0.2 -0.5 0.5
O -3.85920 1.18259 4.34775 0.0 0.0 0.0
C -2.61084 1.57384 4.94544 0.1 0.0 -0.5
C -1.56472 0.75264 4.18390 0.3 0.3 0.5
C -2.30825 -0.50241 3.75988 -0.6 1.4 0.0
H -2.63662 1.42108 6.02403 -0.1 -0.2 0.0
H -2.48580 2.63346 4.73038 0.0 0.1 0.2
H -0.66281 0.53858 4.75509 0.0 0.2 0.1
H -1.29049 1.38900 3.34370 0.2 -0.5 -0.3
H -2.40567 -1.20443 4.59122 0.4 -0.4 -0.2
H -1.93528 -0.88841 2.82300 -0.1 -0.6 0.1
O 5.07546 4.79239 -0.58422 -0.2 -0.1 0.0
C 4.19992 4.03367 -0.89542 0.3 -0.1 0.1
O 3.26056 4.35030 -1.80896 -0.2 0.0 -0.2
C 2.48176 3.16436 -2.15418 0.6 0.7 0.5
C 2.55615 2.31164 -0.90098 -0.2 -0.7 -0.3
C 3.95820 2.61870 -0.39622 -0.3 -0.1 0.1
H 3.02799 2.72688 -2.99439 -0.4 -0.2 -0.1
H 1.48697 3.49380 -2.42445 0.0 0.0 -0.2
H 2.37863 1.26024 -1.13661 0.2 0.0 0.1
H 1.77701 2.56846 -0.18202 0.1 0.3 0.0
H 4.68633 1.93662 -0.84225 0.1 0.1 0.0
H 4.05362 2.55023 0.68447 0.1 0.1 0.0
O -4.52445 -5.27634 0.69408 -0.1 -0.2 0.0
C -4.66856 -4.12318 0.41172 0.1 0.1 0.2
O -5.88883 -3.59466 0.14561 0.0 0.0 -0.5
C -5.75703 -2.20876 -0.22577 0.4 0.3 0.2
C -4.27715 -1.99085 -0.54789 0.1 0.3 0.6
C -3.61200 -3.03768 0.33477 -0.2 -0.4 -0.3
H -6.04375 -1.61913 0.64636 -0.1 0.1 -0.1
H -6.40088 -1.96077 -1.06582 -0.2 -0.3 0.0
H -3.98058 -0.97797 -0.28132 0.1 0.0 -0.1
H -4.03300 -2.15600 -1.59704 -0.1 -0.1 0.0
H -3.44261 -2.70646 1.36145 0.1 0.2 -0.1
H -2.69151 -3.44656 -0.07003 0.1 0.1 0.1
C -1.95262 3.16425 1.21711 -0.6 -0.6 0.7
O -1.58003 4.53080 1.27261 0.1 0.0 -0.3
H -2.69209 2.92249 1.99417 0.0 0.1 0.0
H -2.45768 2.92272 0.28299 0.3 0.3 -0.2
H -1.12416 2.46683 1.36879 0.2 0.2 -0.2
H -1.52890 4.80131 2.19232 0.0 0.0 0.0
C -3.31870 1.12868 -2.35489 0.3 0.2 0.1
O -3.88561 2.42844 -2.43073 0.0 -0.2 -0.1
H -2.80096 0.82400 -3.26986 -0.2 0.2 -0.2
H -2.56608 1.08223 -1.56260 -0.2 -0.2 0.2
H -4.12273 0.42623 -2.15289 0.0 0.0 0.1
H -3.13934 3.03988 -2.45917 -0.1 0.2 -0.1
N 1.90411 1.88774 3.69077 0.0 0.0 -0.1
C 1.27410 3.09039 3.73336 -0.4 0.1 -0.1
C 1.70417 3.77595 4.83845 0.2 -0.2 -0.3
C 2.66252 2.93578 5.47511 0.1 0.4 0.3
C 2.77113 1.78062 4.75125 -0.3 -0.2 -0.5
H 1.73542 1.23755 2.93904 0.2 -0.2 0.2
H 0.54987 3.32835 2.96895 0.1 0.2 0.0
H 1.41315 4.77955 5.09688 0.0 0.0 0.2
H 3.22763 3.19290 6.35657 0.0 -0.1 0.0
H 3.37231 0.89427 4.86031 0.1 0.0 0.1
N 0.13332 -0.32094 -3.71489 0.0 0.2 0.0
C 1.18946 0.10822 -4.46083 0.3 0.1 0.0
C 0.86302 -0.00651 -5.78420 -0.4 -0.1 -0.3
C -0.47841 -0.48918 -5.83461 0.3 -0.1 -0.1
C -0.89432 -0.66829 -4.54332 0.0 -0.3 0.1
H 0.10913 -0.30760 -2.70620 -0.2 0.0 0.0
H 2.07487 0.50017 -3.98913 0.0 -0.1 0.0
H 1.48045 0.16606 -6.64969 0.1 0.2 0.1
H -1.02859 -0.74041 -6.72637 -0.1 0.1 0.0
H -1.81511 -1.07579 -4.16322 0.0 0.1 0.1
N -1.40386 4.71470 -4.39890 0.0 0.4 0.1
C -0.91759 3.51998 -3.95267 -0.2 0.1 -0.2
C -0.98311 3.53668 -2.58235 0.3 -0.2 -0.3
C -1.51409 4.80066 -2.18906 0.3 -0.3 0.4
C -1.75561 5.50485 -3.33182 0.0 0.0 -0.4
H -1.40937 5.04609 -5.34661 0.0 -0.2 0.0
H -0.59889 2.76392 -4.65325 0.1 -0.1 0.1
H -0.65084 2.70496 -1.97959 -0.2 0.1 0.3
H -1.63823 5.11145 -1.16354 -0.1 0.2 -0.1
H -2.15016 6.49041 -3.50843 0.0 0.0 0.1
N 4.61656 -0.66473 -2.74977 -0.2 -0.1 -0.3
C 3.84511 -1.57119 -2.06624 -0.1 0.0 0.1
C 4.62337 -2.65402 -1.77621 0.4 -0.3 -0.2
C 5.89733 -2.43134 -2.38062 -0.1 0.1 0.1
C 5.85941 -1.19707 -2.96898 0.1 -0.1 -0.1
H 4.25993 0.15696 -3.20311 0.1 0.0 0.1
H 2.79705 -1.42089 -1.87359 0.1 0.2 0.1
H 4.33309 -3.53381 -1.22621 -0.2 0.0 0.0
H 6.73810 -3.10400 -2.41680 0.0 0.0 0.2
H 6.60131 -0.68662 -3.55897 0.0 0.1 0.1
```
Forces are in eV/Å.

Values from the calculation:
* E_LUMO: 2.114 eV
* energy relative to the best compared isomer or geometry (same formula, charge and spin): 0.000 eV
* Kohn-Sham gap: 8.55 eV
* charge: -1



Record 2
Density functional theory data (wB97M-V/def2-TZVPD) for the molecule C2H3BrClF in a non-equilibrium geometry.

Geometry as XYZ:
```
8
Properties=species:S:1:pos:R:3:forces:R:3
C -0.62918 -0.38625 -0.34293 -1.2 1.8 -1.8
C 0.43259 0.30634 0.56169 -1.5 0.2 0.2
F -0.08711 -0.49979 -1.60620 0.4 -0.5 -0.5
Cl 0.88285 1.99811 -0.03390 -0.6 -1.4 0.4
Br 2.10179 -0.77630 0.57200 -1.2 0.6 0.4
H -1.56582 0.30968 -0.60851 1.8 -1.3 1.6
H -0.97959 -1.40983 -0.07239 0.5 0.9 0.5
H -0.15554 0.45804 1.53026 1.8 -0.3 -0.8
```
Forces are in eV/Å.

Values from the calculation:
* E_LUMO: 0.365 eV
* energy relative to the best compared isomer or geometry (same formula, charge and spin): 0.705 eV
* SMILES: FC[C@H](Cl)Br
* Kohn-Sham gap: 11.00 eV



Record 3
Density functional theory data (wB97M-V/def2-TZVPD) for a 11-piece molecular cluster, C17H33ClF3N3O28S4 overall in a non-equilibrium geometry.

Geometry as XYZ:
```
89
Properties=species:S:1:pos:R:3:forces:R:3
N 2.67524 -1.17333 -1.18126 -0.4 -1.7 0.1
H 2.42230 -1.59531 -2.06334 0.4 -0.5 -0.8
H 1.74542 -0.99737 -0.82831 -0.9 1.3 0.7
H 3.30111 -0.40610 -1.38059 0.6 1.3 -0.2
H 3.05111 -1.85385 -0.53650 0.5 -0.1 0.0
N 0.03573 1.44283 -3.14869 -0.3 0.3 -0.9
H -0.49713 1.46859 -4.00630 -0.6 -0.1 0.0
H -0.11288 2.28021 -2.60388 0.1 0.6 0.2
H 1.01070 1.38949 -3.40691 1.2 0.1 0.1
H -0.15694 0.64652 -2.55803 -0.5 -0.9 0.7
N 3.82359 1.72669 -2.77691 0.4 0.2 2.9
O 4.34014 0.69711 -2.24276 0.2 -0.3 -0.5
O 2.69406 1.66024 -3.24798 -1.4 -0.6 -1.5
O 4.34843 2.80663 -2.60282 0.8 0.7 -0.7
Cl -0.23464 -0.36894 -0.60671 -0.4 0.0 0.1
C 0.23849 6.95716 -0.05576 0.5 0.0 0.7
C 0.23647 5.96910 1.09225 0.9 1.5 -0.4
O 0.62578 4.79294 0.45522 -0.8 -0.5 0.8
C 0.22861 4.83563 -0.81294 -0.4 -2.1 -3.1
O 0.25641 3.82600 -1.52682 -0.5 3.6 1.8
O -0.18191 6.13001 -1.15973 1.1 -1.5 0.7
F -1.02897 5.99694 1.58160 -0.4 -1.2 0.6
H 1.27234 7.29705 -0.11687 0.0 0.2 -0.8
H -0.42703 7.79541 0.15047 -0.1 -0.3 -0.5
H 0.97366 6.12838 1.87920 -0.3 0.2 0.1
C -0.92960 -4.38062 -4.10640 0.9 -0.5 -1.9
C -1.47634 -3.06928 -4.60182 -0.3 -1.7 -0.8
O -0.33578 -2.32705 -4.82590 0.0 1.8 -2.8
C 0.63331 -2.75831 -4.04878 1.4 2.5 1.8
O 1.56358 -2.08799 -3.63756 -0.9 -0.9 -1.3
O 0.31951 -3.91981 -3.62411 0.9 -3.2 2.6
F -2.05515 -2.47718 -3.60765 -2.2 1.8 2.7
H -0.64067 -4.96886 -4.97737 -0.5 -0.5 -0.1
H -1.49418 -4.99514 -3.40517 0.1 0.6 0.2
H -2.18874 -3.13693 -5.42401 0.5 0.2 -0.4
C -4.00448 2.89082 -0.79201 0.9 -2.4 -0.3
C -3.81013 1.39642 -0.50791 0.4 -0.9 1.3
O -3.88587 0.76273 -1.74564 -0.8 0.0 -0.9
C -3.52896 1.66975 -2.67265 0.2 -1.0 -2.1
O -3.28191 1.36785 -3.82480 -0.2 1.0 2.0
O -3.47377 2.90384 -2.13843 0.1 0.7 -0.1
F -4.73135 0.89377 0.36966 -0.2 0.2 -0.5
H -3.34709 3.37322 -0.06867 -0.5 0.9 -0.4
H -5.07596 3.08751 -0.82878 0.2 0.6 0.4
H -2.84207 1.02860 -0.16784 0.3 0.8 0.7
C -3.50512 -2.62205 -0.81637 0.7 2.2 -0.4
C -3.17670 -3.48212 0.36872 -1.1 -0.4 -0.2
O -3.49552 -4.81771 -0.07351 0.0 -1.4 -0.6
S -4.50698 -4.81350 -1.34743 -1.6 -0.2 -0.1
O -5.87755 -4.57099 -0.83638 3.2 -0.7 -1.3
O -4.26596 -5.92465 -2.30534 -0.2 3.1 2.7
O -3.88085 -3.41286 -1.90656 -1.2 -2.3 -0.8
H -2.58557 -2.12984 -1.13300 -0.2 0.4 -0.1
H -4.28532 -1.89398 -0.59430 0.0 0.0 -0.1
H -3.88177 -3.23997 1.16393 0.6 -0.1 0.4
H -2.11187 -3.36788 0.57167 -0.2 -0.5 0.5
C 0.83878 -4.05290 3.92756 0.3 -1.0 2.0
C 0.43348 -2.63938 4.06325 0.8 1.3 -0.9
O 1.73000 -1.93435 3.78999 -0.4 0.0 -0.5
S 2.74441 -2.76557 2.84286 0.2 0.4 -0.5
O 4.02024 -2.83765 3.53449 -1.9 0.0 -1.0
O 2.78569 -2.30520 1.42908 -0.7 -1.4 3.7
O 1.91954 -4.16991 3.01593 0.5 0.8 -1.7
H -0.02783 -4.69361 3.76454 0.4 -0.2 -0.8
H 1.26817 -4.34792 4.88499 -0.1 -0.2 0.2
H 0.08917 -2.40188 5.06980 0.4 0.2 0.0
H -0.34374 -2.31896 3.36946 0.3 0.2 -0.3
C -1.03792 2.26830 2.17653 1.6 0.2 -1.8
C -0.18891 1.34840 3.09874 -1.5 1.1 -1.1
O -1.22567 0.96202 3.99999 -1.1 -2.1 1.1
S -2.73504 0.64342 3.25548 3.1 1.3 0.2
O -3.75733 0.85872 4.23259 1.0 0.4 -1.0
O -2.77311 -0.58524 2.50254 0.5 1.3 0.5
O -2.39710 1.94695 2.30144 -2.7 -1.3 0.5
H -0.79189 2.15401 1.12083 0.3 -0.5 -0.1
H -0.89692 3.34156 2.30432 -0.3 -0.1 0.9
H 0.58239 1.97219 3.55048 -0.3 -0.3 0.7
H 0.30250 0.52665 2.57783 -0.4 -0.2 0.0
C 5.30098 0.40405 3.12694 1.3 1.1 -1.3
C 5.51435 -0.44232 1.83780 -0.8 -1.2 1.4
O 4.64281 0.13880 0.85368 -0.2 0.5 -1.1
S 4.17606 1.63150 1.23380 2.8 1.8 0.3
O 2.85747 2.04830 0.78468 2.1 -1.7 1.1
O 5.32627 2.53888 0.96730 -3.0 -2.2 1.0
O 4.17723 1.18713 2.84334 -2.5 1.6 -0.9
H 6.08560 1.16048 3.11014 0.7 -0.4 0.7
H 5.19668 -0.05984 4.10777 -0.1 -0.3 -0.4
H 5.12701 -1.45433 1.95566 0.0 0.1 0.0
H 6.57565 -0.55225 1.61496 -0.2 0.7 -0.7
```
Forces are in eV/Å.

Values from the calculation:
* E_LUMO: 0.067 eV
* Kohn-Sham gap: 8.40 eV